one.
{
  "formula": "C4H10O",
  "method": "ωB97M-V/def2-TZVPD",
  "elements": ["O", "C", "C", "C", "C", "H", "H", "H", "H", "H", "H", "H", "H", "H", "H"],
  "positions_angstrom": [[0.03893, 0.64979, -0.20515], [-0.40207, 0.65766, -1.55656], [1.69049, 0.38572, 0.14994], [0.00243, -0.71491, 0.52350], [-1.21409, -0.69467, 1.41249], [2.00297, 1.19828, -0.53523], [-1.37655, -1.69868, 1.82454], [-1.40708, 0.22491, -1.57966], [0.27001, 0.06191, -2.18925], [-0.12247, -1.45103, -0.28576], [1.87151, 0.66503, 1.18108], [2.20783, -0.53250, -0.11754], [-0.42694, 1.69038, -1.91515], [-2.13994, -0.40020, 0.88273], [-1.09497, -0.00894, 2.26075]],
  "lowdin_charge": [-0.31, -0.08, 0.01, -0.24, -0.14, 0.08, 0.07, 0.10, 0.10, 0.08, 0.07, 0.06, 0.09, 0.07, 0.06],
  "lumo_energy_ev": 0.979
}


two.
{
  "formula": "C4H10O",
  "method": "ωB97M-V/def2-TZVPD",
  "elements": ["O", "C", "C", "C", "C", "H", "H", "H", "H", "H", "H", "H", "H", "H", "H"],
  "positions_angstrom": [[1.44678, -1.04601, -0.63162], [1.58248, -2.25587, -1.29345], [2.54452, -2.18337, -2.20353], [-3.19303, 2.31190, 1.82673], [-1.65788, 2.56113, 1.82443], [0.91044, -3.04247, -0.94855], [-1.34618, 3.07384, 0.95327], [-1.39413, 2.88207, 2.86276], [-3.55647, 1.39651, 1.33065], [-3.58783, 2.89682, 0.99298], [3.02378, -1.20544, -2.34175], [2.75929, -3.02036, -2.83650], [-3.72784, 2.37912, 2.73254], [-1.10693, 1.65611, 1.54077], [0.73167, -1.10116, 0.08794]],
  "lowdin_charge": [-0.08, -0.27, -0.01, -0.17, -0.15, 0.11, 0.04, 0.08, 0.06, 0.06, 0.07, 0.04, 0.04, 0.05, 0.13],
  "lumo_energy_ev": 0.647,
  "smiles": "C=CO.CC"
}


three.
{
  "formula": "C4H10O",
  "method": "ωB97M-V/def2-TZVPD",
  "elements": ["O", "C", "C", "C", "C", "H", "H", "H", "H", "H", "H", "H", "H", "H", "H"],
  "positions_angstrom": [[1.81287, -0.46838, 0.39584], [-1.39645, 1.48897, 0.60469], [-0.90264, 1.33589, -0.61916], [0.60047, -1.60921, -1.31862], [0.82531, -1.08815, 0.07531], [0.03768, -1.32541, 0.82066], [0.09965, 1.67358, -0.87314], [-1.47471, 0.86133, -1.41356], [-0.45638, -1.57048, -1.59867], [0.75480, 0.82232, 2.76955], [-2.39171, 1.14225, 0.87233], [1.18222, 0.47137, 2.26812], [0.91807, -2.65877, -1.35197], [-0.81770, 1.96292, 1.39283], [1.20851, -1.03822, -2.02421]],
  "lowdin_charge": [-0.02, -0.08, -0.10, -0.06, -0.36, 0.11, 0.06, 0.05, 0.07, 0.05, 0.05, 0.03, 0.08, 0.03, 0.08],
  "lumo_energy_ev": 1.104,
  "smiles": "[H][H].CC=O.C=C"
}


Order from most stable to least stable according to the calculation: two, three, one


one.
{
  "formula": "H10NaO5",
  "method": "ωB97M-V/def2-TZVPD",
  "elements": ["Na", "O", "O", "O", "O", "O", "H", "H", "H", "H", "H", "H", "H", "H", "H", "H"],
  "positions_angstrom": [[16.42263, 10.94923, 7.63742], [16.74577, 14.88879, 10.48041], [13.22891, 11.39989, 9.54176], [17.39490, 10.92296, 11.20759], [19.20154, 13.12641, 6.72416], [16.25279, 9.36847, 4.58379], [18.97231, 14.03139, 6.93557], [12.56015, 10.72913, 9.67995], [13.59795, 11.55361, 10.41147], [15.97932, 10.05017, 3.97001], [17.69808, 10.14239, 11.67129], [16.82019, 14.06126, 10.95567], [17.05822, 9.01479, 4.20640], [20.15662, 13.12934, 6.66062], [16.38043, 14.64509, 9.62991], [16.80628, 11.35593, 11.82589]],
  "lowdin_charge": [0.89, -0.03, -0.05, -0.05, -0.06, -0.05, 0.04, 0.04, 0.03, 0.04, 0.04, 0.02, 0.04, 0.04, 0.02, 0.03],
  "lumo_energy_ev": -4.510,
  "charge": 1
}


two.
{
  "formula": "H10NaO5",
  "method": "ωB97M-V/def2-TZVPD",
  "elements": ["Na", "O", "O", "O", "O", "O", "H", "H", "H", "H", "H", "H", "H", "H", "H", "H"],
  "positions_angstrom": [[-0.06706, 0.23713, -0.34945], [-1.64524, 1.30697, 0.33571], [0.85992, 0.68868, 1.10015], [1.82145, 0.15376, -1.29618], [-1.51876, -0.50169, -0.93300], [0.10863, -1.59010, 0.07228], [1.02938, -1.58111, 0.33376], [-1.37350, -0.96957, -1.75533], [-1.89495, 0.57912, 0.90500], [-2.30582, -0.90284, -0.56444], [-0.37400, -1.46135, 0.88882], [2.35729, -0.29622, -0.64303], [1.05040, 1.45434, 1.64210], [1.57487, 0.07974, 1.28529], [2.43428, 0.72869, -1.75457], [-2.05689, 2.07445, 0.73288]],
  "lowdin_charge": [0.22, -0.02, -0.03, 0.01, -0.07, -0.02, 0.07, 0.12, 0.07, 0.11, 0.09, 0.06, 0.12, 0.08, 0.09, 0.10],
  "lumo_energy_ev": -3.818,
  "charge": 1
}


Order from most stable to least stable according to the calculation: one, two


one.
{
  "formula": "H10NaO5",
  "method": "ωB97M-V/def2-TZVPD",
  "elements": ["Na", "O", "O", "O", "O", "O", "H", "H", "H", "H", "H", "H", "H", "H", "H", "H"],
  "positions_angstrom": [[-0.82686, 0.12306, -0.03478], [-1.16966, 1.39080, -2.19134], [1.44426, 0.75243, 0.21151], [0.09102, -1.77086, 1.45307], [0.24483, -1.61178, -1.73590], [-1.09380, 1.38397, 2.04118], [-0.38632, -2.60917, 1.38560], [-0.07552, -1.81864, -2.62326], [0.49432, -1.78483, 2.33014], [1.20590, -1.57558, -1.81978], [-0.48550, 1.22475, 2.77231], [-1.33171, 1.22385, -3.12792], [1.85978, -0.11166, 0.34678], [-0.24777, 1.68449, -2.14370], [-1.61589, 2.15105, 2.31125], [1.89289, 1.34813, 0.82484]],
  "lowdin_charge": [0.53, -0.04, -0.04, -0.04, -0.04, -0.04, 0.07, 0.07, 0.07, 0.06, 0.06, 0.07, 0.06, 0.06, 0.07, 0.08],
  "lumo_energy_ev": -3.304,
  "charge": 1
}


two.
{
  "formula": "H10NaO5",
  "method": "ωB97M-V/def2-TZVPD",
  "elements": ["Na", "O", "O", "O", "O", "O", "H", "H", "H", "H", "H", "H", "H", "H", "H", "H"],
  "positions_angstrom": [[-0.15026, -0.01331, 0.09523], [0.78531, -2.08876, -0.98856], [-1.18186, 2.28285, 0.31570], [-0.94702, -1.21290, 2.21974], [2.21735, 0.94837, 1.02784], [-1.16729, 0.10670, -2.53414], [-1.82138, 2.13058, -0.39776], [2.11803, 1.21729, 1.95049], [-0.28395, 0.21369, -2.91034], [-1.59771, -0.55389, -3.09186], [-1.64218, -1.40263, 2.86298], [-0.73757, 3.10856, 0.08183], [-0.17732, -0.96671, 2.75059], [0.58150, -2.75148, -0.31318], [1.15513, -2.59409, -1.72225], [2.84922, 1.57572, 0.65369]],
  "lowdin_charge": [0.56, -0.04, -0.04, -0.03, -0.04, -0.04, 0.06, 0.06, 0.05, 0.06, 0.07, 0.07, 0.06, 0.07, 0.07, 0.06],
  "lumo_energy_ev": -3.289,
  "charge": 1
}


Order from most stable to least stable according to the calculation: one, two


one.
{
  "formula": "C33H20BrF5N3ORuS2",
  "method": "ωB97M-V/def2-TZVPD",
  "elements": ["Ru", "Br", "S", "S", "F", "F", "F", "F", "F", "O", "N", "N", "N", "C", "C", "C", "C", "C", "C", "C", "C", "C", "C", "C", "C", "C", "C", "C", "C", "C", "C", "C", "C", "C", "C", "C", "C", "C", "C", "C", "C", "C", "C", "C", "C", "C", "H", "H", "H", "H", "H", "H", "H", "H", "H", "H", "H", "H", "H", "H", "H", "H", "H", "H", "H", "H"],
  "positions_angstrom": [[0.93602, 0.48756, -0.41096], [0.63993, -0.52257, -3.61974], [1.41316, 1.21296, 1.75693], [5.33528, 1.54594, -0.91568], [-1.00809, 2.65133, 0.28669], [-2.34566, 5.24100, 3.94535], [1.26219, 2.28811, 4.43069], [-0.38047, 4.11564, 5.47311], [-2.61529, 4.46382, 1.34422], [3.47102, -4.76346, -2.79137], [1.47275, 2.10013, -1.65537], [-0.81305, -0.19311, -0.10658], [1.32429, -1.62995, -1.19847], [-5.58714, -0.44263, -1.59439], [-4.28140, -0.79601, 0.39190], [2.18311, -2.83099, -3.08545], [-1.33179, -3.81132, 3.38969], [-0.84186, -1.63356, 2.49608], [0.22124, 2.38424, 2.30824], [0.84699, 3.82202, -3.17343], [-1.77060, -0.89759, 0.29361], [2.76672, -3.76144, -2.23064], [-2.27992, -3.13517, 1.28802], [5.24497, 0.21770, 0.16446], [-1.52628, 4.32465, 3.42509], [0.53501, 2.79287, -2.31474], [2.59093, -3.62764, -0.85431], [1.86769, -2.54986, -0.39399], [2.19021, 4.14356, -3.36820], [3.96870, -0.21855, 0.35728], [3.16462, 3.42452, -2.71191], [0.31601, 2.80881, 3.64072], [1.47906, -1.79817, -2.50780], [-0.52459, 3.75252, 4.19664], [-3.19302, -0.57727, -1.73811], [-4.42525, -0.42199, -2.35192], [-0.69420, -2.58340, 3.49488], [-5.51282, -0.62832, -0.22117], [-1.65895, 3.92705, 2.10800], [2.99340, 0.50936, -0.39509], [-3.11034, -0.76331, -0.36180], [-1.63494, -1.90392, 1.38405], [-0.80530, 2.97389, 1.57550], [3.62494, 1.49919, -1.11725], [-2.12341, -4.08667, 2.28271], [2.78062, 2.39094, -1.85546], [-0.48873, 2.49846, -2.12583], [-0.33763, -0.67780, 2.56841], [4.21423, 3.63748, -2.85529], [2.46754, 4.94802, -4.03619], [2.28152, -2.92363, -4.15560], [0.05681, 4.36080, -3.67440], [1.69668, -2.40295, 0.66530], [6.14490, -0.16428, 0.61850], [-6.54955, -0.31564, -2.07236], [-4.47976, -0.28445, -3.42396], [3.82096, -5.34738, -2.10922], [-2.27973, -0.56157, -2.31956], [-2.90128, -3.34898, 0.42733], [3.00856, -4.34154, -0.15768], [3.73761, -1.03159, 1.03087], [-2.62227, -5.04316, 2.19680], [-4.22306, -0.94650, 1.46276], [-6.41668, -0.64328, 0.37353], [-1.21715, -4.55142, 4.17068], [-0.07748, -2.36150, 4.35590]],
  "mulliken_spin": [1.03, 0.01, 0.01, 0.00, -0.01, 0.00, 0.00, 0.00, 0.00, 0.00, -0.04, -0.08, 0.04, 0.00, 0.00, 0.00, 0.00, 0.00, 0.00, -0.01, 0.00, 0.00, 0.00, 0.01, 0.00, 0.03, 0.00, -0.01, 0.01, 0.00, -0.01, 0.01, 0.01, 0.00, 0.00, 0.00, 0.00, 0.00, 0.00, -0.04, -0.01, 0.00, 0.00, 0.00, 0.00, 0.02, 0.00, 0.01, 0.00, 0.00, 0.00, 0.00, 0.00, 0.00, 0.00, 0.00, 0.00, 0.00, 0.00, 0.00, 0.00, 0.00, 0.00, 0.00, 0.00, 0.00],
  "multiplicity": 2,
  "lumo_energy_ev": [-0.012, -0.374]
}


two.
{
  "formula": "C33H20BrF5N3ORuS2",
  "method": "ωB97M-V/def2-TZVPD",
  "elements": ["Ru", "Br", "S", "S", "F", "F", "F", "F", "F", "O", "N", "N", "N", "C", "C", "C", "C", "C", "C", "C", "C", "C", "C", "C", "C", "C", "C", "C", "C", "C", "C", "C", "C", "C", "C", "C", "C", "C", "C", "C", "C", "C", "C", "C", "C", "C", "H", "H", "H", "H", "H", "H", "H", "H", "H", "H", "H", "H", "H", "H", "H", "H", "H", "H", "H", "H"],
  "positions_angstrom": [[0.80433, -0.45501, 1.05868], [-0.29353, 2.02430, 2.81061], [4.96123, 0.43309, 2.40429], [1.46398, -2.71009, 0.75700], [2.11084, -3.86349, -1.90132], [-3.25056, -3.45811, -1.23827], [0.46732, -4.66434, -3.85003], [-2.22669, -4.46032, -3.55250], [-1.65569, -2.64189, 0.70804], [-2.66574, -0.98321, 6.25697], [-0.47028, 0.40005, -0.04774], [2.19411, -0.05096, -0.41574], [-0.46101, -0.72205, 2.77644], [1.94324, -0.10297, -1.72962], [-1.51794, -2.07581, 4.44137], [0.60754, 3.13798, -0.20771], [-0.11082, 5.43241, -0.19221], [-1.83756, 0.85095, -1.93922], [-2.68316, -0.24318, -1.78491], [-1.93880, -0.94122, 5.12343], [0.79506, -3.74927, -1.69752], [3.56071, 0.16058, 1.44773], [0.88025, 4.48022, 0.00703], [-2.52382, 1.03406, -4.24441], [-1.76613, 1.48957, -3.17515], [-1.92757, -3.53982, -1.40373], [-3.45039, -0.68987, -2.84986], [4.18966, 0.49866, -2.24491], [-0.95191, 1.27789, -0.80791], [-1.37192, 5.03535, -0.61427], [-0.84474, 0.35319, 3.46921], [-1.64004, 3.69321, -0.84222], [-0.65461, 2.73258, -0.63408], [4.46257, 0.52659, -0.89304], [2.46320, -0.22917, 2.18003], [4.09582, 0.01930, 3.82362], [2.79912, -0.30826, 3.57032], [-1.41113, -4.06026, -2.57600], [-1.58484, 0.30715, 4.63111], [3.44610, 0.23202, 0.01119], [0.31843, -3.21230, -0.50600], [-0.78627, -1.91860, 3.28526], [-3.36975, -0.05487, -4.08236], [-1.07411, -3.12542, -0.40000], [2.91082, 0.16709, -2.67621], [-0.04215, -4.16618, -2.71917], [1.86791, 4.78243, 0.33223], [5.45243, 0.75980, -0.52409], [4.59916, 0.04174, 4.77759], [-2.45387, 1.53018, -5.20398], [-2.15037, 5.77189, -0.76656], [-2.84804, -1.89818, 6.49972], [2.10992, -0.60005, 4.35180], [-4.10967, -1.53851, -2.71817], [-3.96585, -0.40886, -4.91358], [-1.10856, 2.34124, -3.30031], [4.96899, 0.71996, -2.96226], [-2.73241, -0.73836, -0.82099], [-1.75057, -3.07022, 4.80052], [0.09974, 6.47993, -0.01956], [1.37360, 2.39041, -0.03671], [-2.62382, 3.38669, -1.17610], [0.93336, -0.36724, -2.00376], [-0.41745, -2.76716, 2.72697], [2.66497, 0.11489, -3.72691], [-1.87265, 1.20989, 5.14797]],
  "mulliken_spin": [0.81, 0.02, 0.02, 0.03, 0.00, 0.00, 0.00, 0.00, 0.01, 0.00, 0.10, 0.00, -0.03, 0.01, 0.00, 0.00, 0.00, 0.02, 0.00, 0.00, 0.00, 0.07, 0.00, 0.00, 0.00, 0.00, 0.00, 0.00, -0.02, 0.00, 0.00, 0.00, 0.01, 0.02, -0.15, -0.03, 0.05, 0.00, 0.00, 0.02, 0.01, 0.00, 0.00, 0.00, 0.02, 0.00, 0.00, 0.00, 0.00, 0.00, 0.00, 0.00, 0.00, 0.00, 0.00, 0.00, 0.00, 0.00, 0.00, 0.00, 0.01, 0.00, 0.00, 0.00, 0.00, 0.00],
  "multiplicity": 2,
  "lumo_energy_ev": [0.252, -0.563]
}


Order from most stable to least stable according to the calculation: two, one


one.
{
  "formula": "C2H6NO2",
  "method": "ωB97M-V/def2-TZVPD",
  "elements": ["O", "O", "N", "C", "C", "H", "H", "H", "H", "H", "H"],
  "positions_angstrom": [[-1.36894, 0.87781, -0.19276], [1.12358, -3.10919, 1.00693], [0.51065, -0.88843, 0.95355], [0.81804, -2.04345, 0.40296], [-0.53574, 1.82314, -0.81928], [-0.01670, 1.38833, -1.68548], [-0.84794, 0.19286, 0.28490], [0.76161, -0.92041, 1.93479], [-1.24997, 2.61137, -1.05777], [0.22296, 2.26407, -0.15423], [0.58245, -2.19611, -0.67362]],
  "lowdin_charge": [-0.19, -0.20, -0.03, -0.62, -0.22, 0.07, 0.00, 0.00, 0.06, 0.06, 0.08],
  "lumo_energy_ev": 4.164,
  "charge": -1
}


two.
{
  "formula": "C2H6NO2",
  "method": "ωB97M-V/def2-TZVPD",
  "elements": ["O", "O", "N", "C", "C", "H", "H", "H", "H", "H", "H"],
  "positions_angstrom": [[0.24723, 1.35915, 1.43824], [-1.57686, 0.13602, 0.84481], [0.60673, -1.28225, -0.02199], [0.55079, -0.50683, -1.28216], [-0.97805, 1.17827, 1.27477], [1.43594, -1.01483, 0.51531], [-0.33351, -0.77879, -1.87668], [-0.23625, -0.91913, 0.47905], [0.54815, 0.61355, -1.06113], [1.41194, -0.78251, -1.88058], [-1.67611, 1.99736, 1.57036]],
  "lowdin_charge": [-0.13, -0.17, -0.10, -0.24, -0.63, 0.04, 0.05, 0.00, 0.07, 0.03, 0.08],
  "lumo_energy_ev": 4.596,
  "charge": -1
}


Order from most stable to least stable according to the calculation: two, one


one.
{
  "formula": "C3H10N2O",
  "method": "ωB97M-V/def2-TZVPD",
  "elements": ["O", "N", "N", "C", "C", "C", "H", "H", "H", "H", "H", "H", "H", "H", "H", "H"],
  "positions_angstrom": [[2.30561, -1.04574, -1.83202], [-0.38643, 0.11838, -0.00413], [-2.60001, -0.63705, -0.11398], [0.60249, 0.41615, 1.04496], [0.90750, 1.91630, 0.94765], [-1.29980, -0.76388, 0.21658], [-3.27641, -1.02165, 0.55523], [1.66085, -1.08956, -1.15321], [1.90002, -0.80320, -2.66639], [-0.04869, 2.44108, 0.99487], [1.46745, 2.32112, 1.78560], [0.13418, 0.20041, 2.00240], [1.54227, -0.10446, 0.83393], [-1.04352, -1.73544, 0.63203], [1.36720, 2.14766, -0.00669], [-2.90908, 0.33880, -0.20820]],
  "mulliken_spin": [0.00, 0.76, 0.14, 0.01, 0.05, -0.02, -0.01, 0.00, 0.00, -0.01, 0.00, 0.00, 0.04, 0.03, 0.00, -0.01],
  "multiplicity": 2,
  "lumo_energy_ev": [-4.964, -7.994],
  "charge": 1
}


two.
{
  "formula": "C3H10N2O",
  "method": "ωB97M-V/def2-TZVPD",
  "elements": ["O", "N", "N", "C", "C", "C", "H", "H", "H", "H", "H", "H", "H", "H", "H", "H"],
  "positions_angstrom": [[-0.71132, 1.66776, 3.17173], [-0.94483, -0.20196, 0.21733], [1.81830, 0.10731, 0.43885], [-0.70961, -1.07638, -2.04761], [1.24147, -0.17469, -0.74608], [-0.07007, -0.53837, -0.81481], [-0.43085, 1.96149, 4.04674], [0.00001, 1.13027, 2.83225], [-1.78320, -1.18358, -2.15608], [2.62744, 0.71414, 0.34930], [-1.41264, 0.69716, 0.13348], [-0.34634, -1.97070, -2.54150], [-1.64994, -0.89359, 0.45705], [1.10293, 0.25088, 1.14639], [-0.57038, -0.29614, -2.83915], [1.83904, -0.19360, -1.64788]],
  "mulliken_spin": [0.00, 0.09, 0.29, 0.01, 0.20, 0.33, 0.00, 0.00, 0.00, -0.01, 0.02, 0.01, 0.00, -0.01, 0.04, 0.01],
  "multiplicity": 2,
  "lumo_energy_ev": [-3.679, -6.990],
  "charge": 1
}


Order from most stable to least stable according to the calculation: two, one